Entry 1:
The following is a quantum chemistry calculation of C60H58Cl2N12O5S5W as an isolated structure, from the Open Molecules 2025 dataset.

Summary:
Charge: +2

CARTESIAN COORDINATES (ANGSTROEM)
1 W 0.104027 0.991297 -0.772049
2 N -3.536299 0.468156 7.985288
3 C -2.794399 0.018974 6.911312
4 C -1.631488 -0.649827 7.022731
5 C -0.805601 -0.968128 5.849161
6 C -1.426650 -0.764723 4.458285
7 C -2.776825 -0.168572 4.469828
8 C -3.365919 0.260171 5.586901
9 S -0.088357 0.974548 2.182703
10 O 1.227623 0.611663 2.972480
11 O -0.145869 -0.013723 0.978419
12 N 0.444039 2.114008 1.114097
13 C 0.393898 3.392052 1.679114
14 N 0.100634 3.392953 2.982770
15 C 0.074712 4.569459 3.593223
16 C 0.349817 5.748782 2.918335
17 C 0.642834 5.626143 1.573660
18 N 0.664324 4.454191 0.937911
19 H -3.316119 0.090250 8.891568
20 H -4.517229 0.627606 7.833133
21 H -1.275205 -0.982647 7.989209
22 H -0.146491 -1.817271 5.959538
23 H -3.290241 -0.096893 3.517711
24 H -4.352025 0.707019 5.536175
25 H -0.168414 4.562739 4.649303
26 H 0.340476 6.706163 3.415987
27 H 0.874660 6.498492 0.972456
28 N 1.639059 0.196684 -1.074198
29 S 2.313472 -1.348529 -1.132915
30 N 1.354109 -2.424746 -0.917829
31 S 0.409098 -2.600822 1.266950
32 N -1.059438 -2.634271 0.535966
33 S -1.574538 -1.797539 -0.670673
34 N -1.001185 -0.457320 -1.195963
35 C -3.234533 -1.447732 -0.114203
36 C -3.860976 -0.315029 -0.607379
37 C -5.117958 0.021165 -0.127605
38 C -5.728852 -0.771194 0.833507
39 C -5.096672 -1.915056 1.304133
40 C -3.842004 -2.265441 0.831053
41 C -1.890138 -2.804548 -2.130526
42 C -0.854437 -3.469115 -2.784031
43 C -1.112018 -4.087321 -3.996800
44 C -2.380665 -4.051421 -4.558247
45 C -3.406795 -3.400350 -3.896360
46 C -3.168003 -2.768502 -2.683779
47 C 0.832315 -4.323512 1.358770
48 C 2.166881 -4.660128 1.201192
49 C 2.538680 -5.992482 1.311592
50 C 1.580001 -6.961700 1.568378
51 C 0.244356 -6.606682 1.724826
52 C -0.136841 -5.279663 1.624781
53 C -0.047662 -2.291038 2.961191
54 C 1.197102 -2.354192 3.765239
55 C 1.716176 -1.301162 4.389258
56 C 1.092882 0.062959 4.379551
57 C -0.287189 0.136845 4.965614
58 C -1.150669 -1.612580 3.275808
59 C 3.662449 -1.281640 0.010434
60 C 4.813235 -2.008535 -0.281798
61 C 5.859612 -1.992314 0.625489
62 C 5.754851 -1.255251 1.799649
63 C 4.598268 -0.542987 2.076178
64 C 3.542231 -0.548032 1.176435
65 C 3.047768 -1.533083 -2.751950
66 C 3.548513 -0.472388 -3.489024
67 C 4.108327 -0.714701 -4.733723
68 C 4.173313 -2.012467 -5.219641
69 C 3.678221 -3.069751 -4.467841
70 C 3.110711 -2.839213 -3.223944
71 H -3.379774 0.266545 -1.379609
72 H -5.622620 0.895766 -0.517588
73 H -6.709233 -0.507643 1.207948
74 H -5.582573 -2.539966 2.041111
75 H -3.336515 -3.147118 1.196751
76 H 0.124160 -3.503338 -2.333446
77 H -0.309731 -4.605963 -4.505758
78 H -2.570272 -4.537622 -5.505905
79 H -4.401664 -3.376441 -4.319689
80 H -3.982666 -2.268047 -2.186586
81 H 2.905271 -3.893869 0.999226
82 H 3.576677 -6.272127 1.191639
83 H 1.873055 -7.999293 1.654279
84 H -0.498690 -7.365493 1.929014
85 H -1.171231 -4.987446 1.750388
86 H 1.731763 -3.297829 3.784397
87 H 2.640162 -1.409842 4.943770
88 H 1.722823 0.755066 4.934784
89 H -0.609156 1.139471 5.225395
90 H -1.950350 -1.616606 2.539745
91 H 4.898799 -2.574403 -1.199626
92 H 6.762685 -2.547534 0.411008
93 H 6.582892 -1.235667 2.495527
94 H 4.516033 0.030904 2.990394
95 H 2.649452 0.017004 1.385803
96 H 3.531863 0.527329 -3.085954
97 H 4.506668 0.104884 -5.316668
98 H 4.621115 -2.203777 -6.185684
99 H 3.740371 -4.080929 -4.847186
100 H 2.711492 -3.647229 -2.625507
101 Cl 5.600770 1.460849 -1.165602
102 C 5.001384 2.976068 -0.464311
103 Cl 3.405836 2.780627 0.270690
104 H 4.923817 3.705333 -1.261946
105 H 5.698447 3.299144 0.299239
106 C 0.295720 -0.143120 -5.940290
107 C -0.420093 0.389454 -4.717164
108 O 0.307343 0.087510 -3.518769
109 H -0.258922 0.103524 -6.846476
110 H 0.392116 -1.230805 -5.892486
111 H 1.295613 0.284942 -6.021408
112 H -1.430329 -0.022278 -4.636336
113 H -0.506372 1.474266 -4.741768
114 H 0.316173 -0.871571 -3.401667
115 C -4.936755 3.246331 1.616105
116 N -4.008445 2.963737 0.521514
117 C -4.333201 3.351444 -0.743480
118 C -3.566605 3.036328 -1.806876
119 C -2.370720 2.298958 -1.522464
120 O -1.585819 1.863758 -2.408066
121 N -1.993034 2.028880 -0.264627
122 C -2.832210 2.251238 0.790647
123 O -2.599676 1.850707 1.922219
124 H -5.917638 2.831021 1.387354
125 H -5.022651 4.321878 1.766502
126 H -4.548519 2.785080 2.516598
127 H -5.253047 3.914983 -0.834831
128 H -3.817367 3.313694 -2.817519
129 N 0.707434 6.947005 -4.728743
130 C 1.493321 5.861509 -4.811286
131 S 2.651120 5.663776 -5.943377
132 C 1.234396 4.808530 -3.744141
133 C 1.910869 3.597142 -3.811808
134 C 1.637515 2.615950 -2.889853
135 N 0.739393 2.775109 -1.903863
136 C 0.118868 3.957718 -1.801587
137 C 0.341704 4.988153 -2.692441
138 H 0.819278 7.661693 -5.430054
139 H -0.092759 7.003858 -4.127195
140 H 2.639536 3.427868 -4.591200
141 H 2.134707 1.667044 -2.919326
142 H -0.561438 4.084843 -0.978860
143 H -0.191539 5.910993 -2.519810

Force components x, y, z for each atom (eV/Å):
-2.0 -0.1 0.2
0.0 0.1 0.0
0.0 0.0 -0.1
0.0 0.0 0.0
0.0 0.1 0.0
0.0 -0.1 0.1
0.0 0.0 0.0
0.0 -0.1 0.0
-0.1 0.5 -0.3
0.1 -0.3 0.2
0.1 -0.3 0.7
0.2 0.4 0.2
0.2 -0.1 -0.1
0.0 0.0 0.0
0.0 0.0 0.0
0.0 0.0 0.0
0.0 0.0 0.0
0.0 0.0 0.0
0.0 0.0 0.0
0.0 -0.1 0.0
0.0 0.0 0.0
0.0 0.0 0.0
0.0 0.1 0.0
0.0 0.0 0.0
0.0 0.0 0.0
0.0 0.0 0.0
0.0 0.0 0.0
1.0 0.2 0.1
-0.6 -1.1 -0.4
0.0 -0.1 -0.5
-0.8 -0.3 0.1
0.4 -0.1 0.0
-0.1 0.4 -0.2
-0.2 -1.3 -0.2
0.1 0.2 0.3
-0.1 -0.1 -0.1
0.0 -0.1 0.0
0.0 0.0 0.0
0.0 0.0 0.0
0.0 0.1 0.0
0.0 0.2 -0.2
0.0 0.0 0.2
0.1 -0.1 0.0
0.0 0.0 0.0
0.0 0.0 0.0
0.0 0.0 0.0
0.0 0.0 0.0
0.0 0.0 0.0
0.0 0.0 0.0
0.0 0.0 0.0
0.0 0.0 0.0
0.0 0.0 0.0
0.4 0.4 0.4
-0.1 0.1 0.0
0.0 -0.1 -0.2
0.1 0.0 0.0
0.0 0.1 -0.2
-0.2 -0.2 0.0
0.3 0.5 -0.3
0.0 0.0 0.0
0.0 0.0 0.0
0.0 0.0 0.0
0.0 0.0 0.0
0.0 0.0 0.0
0.3 0.5 0.1
0.1 0.0 0.1
0.0 0.0 0.0
0.0 0.0 0.0
0.0 0.0 0.0
-0.1 0.1 -0.1
-0.1 -0.1 0.0
0.0 0.0 0.0
0.0 0.0 0.0
0.0 0.0 0.0
0.0 0.0 0.0
0.1 0.1 0.0
0.0 0.0 0.0
0.0 0.0 0.0
0.0 0.0 0.0
0.0 0.0 0.0
0.0 0.0 -0.1
0.0 0.0 0.0
0.0 0.0 0.0
0.0 0.0 0.0
0.0 0.0 0.0
0.0 0.0 0.0
0.0 0.0 0.0
0.0 0.0 0.0
0.0 0.0 0.0
0.1 0.1 -0.1
0.0 0.0 0.0
0.0 0.0 0.0
0.0 0.0 0.0
0.0 0.0 0.0
0.0 0.0 0.0
0.1 0.0 0.1
0.0 0.0 0.0
0.0 0.0 0.0
0.0 0.0 0.0
0.0 0.0 0.0
0.0 0.1 0.0
0.1 0.0 -0.1
0.1 0.1 0.0
0.0 0.0 0.0
0.0 0.0 0.0
0.0 0.0 0.0
0.0 -0.1 0.1
0.2 0.2 -0.3
0.0 0.0 0.0
0.0 0.0 0.0
0.0 0.0 0.0
0.0 0.0 0.0
0.0 0.0 0.0
-0.1 0.0 0.1
0.0 0.0 0.0
0.0 0.1 0.0
0.1 -0.1 0.0
0.0 0.0 0.1
0.2 0.0 -0.5
0.3 -0.1 0.3
-0.1 0.3 0.2
0.0 0.0 0.1
0.0 0.1 -0.2
0.0 0.0 0.0
0.0 0.0 0.0
0.0 0.0 0.0
0.0 0.0 0.0
0.0 0.0 0.0
0.1 0.0 -0.2
-0.3 -0.2 0.5
0.1 0.1 -0.1
0.1 0.3 -0.3
-0.1 0.0 0.0
0.1 0.1 0.1
0.1 0.2 0.2
0.1 0.1 -0.2
0.1 -0.1 0.1
0.0 0.0 0.0
0.0 0.0 0.0
0.0 0.0 0.0
-0.1 -0.1 -0.1
-0.1 -0.1 -0.1
0.0 0.0 0.0

Atomic partial charges in e from the Löwdin method, atoms 1 to 99: 1.803 0.108 -0.332 -0.006 -0.116 -0.277 -0.016 -0.005 1.027 -0.297 -0.644 -0.273 -0.502 0.106 -0.085 -0.031 -0.098 0.107 0.100 0.090 0.115 0.143 0.102 0.113 0.123 0.110 0.119 -0.343 0.763 -0.339 1.101 -0.435 0.909 -0.390 -0.313 -0.074 -0.050 -0.042 -0.044 -0.059 -0.261 -0.067 -0.055 -0.052 -0.049 -0.048 -0.387 -0.079 -0.054 -0.053 -0.052 -0.059 -0.342 -0.067 -0.016 -0.214 -0.127 -0.016 -0.338 -0.072 -0.056 -0.052 -0.057 -0.108 -0.325 -0.084 -0.050 -0.049 -0.050 -0.078 0.100 0.109 0.116 0.118 0.111 0.067 0.114 0.117 0.117 0.104 0.099 0.113 0.115 0.115 0.111 0.121 0.128 0.156 0.159 0.096 0.114 0.117 0.116 0.116 0.061 0.063 0.118 0.117 0.115


Entry 2:
The following is a quantum chemistry calculation of C60H59CdClN8O3PS2 as an isolated structure, from the Open Molecules 2025 dataset.

Summary:
Charge: +1
ΔE to the lowest compared entry with this formula, charge and spin (kJ/mol): 38.5

CARTESIAN COORDINATES (ANGSTROEM)
1 Cd -1.733877 -0.096379 -1.297648
2 O -2.635514 -2.761980 -4.519665
3 C -2.517330 -2.155695 -3.452367
4 N -1.932728 -0.969203 -3.247618
5 C -1.626789 -0.224488 -4.440758
6 C -1.968349 1.248353 -4.290562
7 C -1.810826 2.095852 -5.382887
8 C -2.189229 3.420854 -5.278664
9 C -2.729489 3.874455 -4.082878
10 C -2.834684 2.979783 -3.042812
11 N -2.449331 1.696168 -3.123422
12 C -3.207995 -2.775385 -2.238645
13 C -3.826808 -4.006943 -2.398856
14 C -4.593599 -4.516182 -1.364951
15 C -4.733916 -3.771314 -0.202942
16 C -4.072552 -2.565218 -0.120550
17 N -3.305551 -2.074516 -1.102647
18 H -0.579739 -0.326726 -4.748325
19 H -2.209543 -0.619006 -5.269113
20 H -1.414935 1.695634 -6.311842
21 H -2.083172 4.089936 -6.124273
22 H -3.056318 4.901033 -3.959860
23 H -3.264308 3.289755 -2.095677
24 H -3.709065 -4.507925 -3.348139
25 H -5.099873 -5.468723 -1.472243
26 H -5.352485 -4.108698 0.621126
27 H -4.181050 -1.949149 0.765794
28 Cl -4.194195 0.814580 -0.174645
29 C -4.155899 2.462215 0.415744
30 C -5.393411 3.061370 0.600492
31 C -5.455088 4.351448 1.100003
32 C -4.284673 5.029439 1.426304
33 C -3.060336 4.416688 1.226436
34 C -2.956502 3.123599 0.700615
35 P -1.321936 2.363526 0.369155
36 C -0.535208 2.371704 2.034485
37 C 0.784810 1.917694 2.128961
38 C 1.431286 1.838747 3.352469
39 C 0.759396 2.178864 4.518940
40 C -0.559256 2.598673 4.446891
41 C -1.202611 2.693875 3.216470
42 C -0.394081 3.710943 -0.510967
43 C -0.980682 4.860287 -1.045772
44 C -0.236889 5.773031 -1.785467
45 C 1.111565 5.554820 -2.018964
46 C 1.715476 4.419951 -1.493000
47 C 0.971331 3.512799 -0.752336
48 H -6.297236 2.510870 0.358342
49 H -6.421294 4.827547 1.234706
50 H -4.327908 6.033541 1.834874
51 H -2.149898 4.949704 1.481707
52 H 1.318277 1.606144 1.236949
53 H 2.459963 1.496059 3.397251
54 H 1.256033 2.099621 5.477990
55 H -1.097874 2.858012 5.351957
56 H -2.236394 3.012125 3.196178
57 H -2.031059 5.063839 -0.896212
58 H -0.721565 6.658956 -2.180747
59 H 1.686402 6.259619 -2.609097
60 H 2.769908 4.224216 -1.664195
61 H 1.478861 2.638251 -0.368709
62 O -1.247985 -0.743182 1.048720
63 S -1.558124 -2.034514 1.796423
64 C -2.559463 -1.516928 3.180228
65 C -2.679327 -0.162671 3.447607
66 C -3.496102 0.246975 4.495073
67 C -4.184438 -0.694679 5.251412
68 C -4.068881 -2.050979 4.956469
69 C -3.260845 -2.469721 3.909161
70 C -0.047975 -2.464928 2.645660
71 C 0.024642 -3.646622 3.369806
72 C 1.235069 -4.009350 3.941550
73 C 2.357326 -3.203218 3.776310
74 C 2.267361 -2.026433 3.045906
75 C 1.058438 -1.653251 2.471621
76 H -2.132344 0.550681 2.840375
77 H -3.593611 1.304851 4.719429
78 H -4.822970 -0.374516 6.067258
79 H -4.617256 -2.784325 5.537017
80 H -3.198307 -3.526702 3.657606
81 H -0.843557 -4.289397 3.484816
82 H 1.303536 -4.926481 4.513499
83 H 3.302335 -3.497929 4.215629
84 H 3.142759 -1.397627 2.921127
85 H 0.956009 -0.734411 1.908231
86 C -0.898590 -5.813853 -0.154808
87 N 0.278223 -5.762963 -1.018060
88 C 0.510836 -6.986995 -1.793441
89 C 0.913699 -4.599609 -1.255793
90 S 0.310318 -3.110165 -0.733287
91 N 2.107352 -4.700699 -1.931716
92 C 2.630308 -3.524063 -2.616724
93 C 3.151382 -5.574949 -1.384662
94 H -1.005201 -6.832505 0.220825
95 H -1.801628 -5.534355 -0.704505
96 H -0.784478 -5.127841 0.678803
97 H -0.439011 -7.319876 -2.219094
98 H 0.902266 -7.786425 -1.160726
99 H 1.204950 -6.798077 -2.603426
100 H 1.815144 -2.888412 -2.947659
101 H 3.201600 -3.855988 -3.484641
102 H 3.296058 -2.940302 -1.967109
103 H 2.718254 -6.338823 -0.741346
104 H 3.857300 -4.982123 -0.791582
105 H 3.703445 -6.066579 -2.189175
106 C 4.985504 5.363063 0.861434
107 C 5.154536 3.875007 0.646611
108 C 6.136990 3.366600 -0.197234
109 C 6.284605 1.998523 -0.397788
110 C 5.456063 1.102172 0.258066
111 N 5.673326 -0.295773 0.061236
112 C 4.794058 -1.336865 0.222798
113 O 5.159744 -2.466069 0.490297
114 N 3.442018 -1.039417 0.097480
115 C 2.796748 -0.268206 -0.886787
116 C 3.382081 0.350245 -1.982456
117 C 2.560685 1.011989 -2.890335
118 C 1.191214 1.034621 -2.695469
119 N 0.636929 0.435641 -1.635350
120 C 1.426836 -0.179651 -0.766475
121 C 4.474979 1.590426 1.115043
122 C 4.326831 2.958566 1.293529
123 H 5.835730 5.919877 0.466296
124 H 4.889142 5.599383 1.923340
125 H 4.084899 5.735607 0.366600
126 H 6.806155 4.050852 -0.708492
127 H 7.059996 1.624147 -1.059461
128 H 6.628747 -0.606735 0.036707
129 H 2.875224 -1.786731 0.473679
130 H 4.449901 0.291391 -2.154768
131 H 2.988423 1.497976 -3.760475
132 H 0.536637 1.581460 -3.361620
133 H 0.937539 -0.667689 0.067588
134 H 3.840700 0.900805 1.658233
135 H 3.564949 3.321747 1.978609

Force components x, y, z for each atom (eV/Å):
0.1 0.2 0.2
0.1 0.2 0.1
0.1 0.1 0.1
-0.3 -0.6 -0.2
0.0 0.1 0.4
0.0 0.0 0.2
0.0 0.1 -0.2
0.1 0.0 -0.1
0.0 0.1 -0.1
0.0 -0.3 0.1
0.2 0.0 -0.1
0.1 0.2 0.1
-0.1 -0.1 0.1
0.0 -0.1 -0.1
-0.1 -0.2 0.0
0.2 0.3 -0.1
-0.1 0.0 0.0
0.1 0.1 0.0
-0.1 -0.1 -0.2
0.0 0.1 0.1
0.0 0.0 0.0
0.0 -0.1 0.0
0.1 0.0 0.0
0.0 0.0 0.0
0.0 0.0 0.0
0.1 0.0 -0.1
0.1 0.0 0.0
-0.1 0.2 0.1
0.1 0.0 0.0
-0.1 0.0 0.0
0.0 0.1 0.0
-0.1 0.0 0.0
0.0 0.0 0.1
-0.1 -0.1 0.0
0.0 0.3 -0.2
0.1 -0.2 0.0
0.0 0.0 0.0
0.0 0.0 0.0
0.0 0.0 0.0
0.0 0.1 -0.1
0.2 0.2 0.0
0.1 0.0 0.0
0.0 -0.1 0.0
0.0 0.0 0.0
0.0 0.0 0.0
0.0 0.0 0.0
0.0 0.0 0.0
0.1 0.1 0.0
0.1 -0.1 0.0
0.0 -0.1 -0.1
-0.1 0.0 0.0
0.0 0.0 0.1
-0.1 0.0 0.0
0.0 0.0 0.0
0.0 0.0 -0.1
0.0 0.0 0.0
0.0 0.0 0.0
0.0 -0.1 0.0
0.0 0.0 0.1
-0.1 0.0 0.0
0.0 0.0 -0.1
-0.1 -0.4 -0.1
0.1 0.2 -0.3
-0.1 0.1 0.1
0.0 0.0 0.0
0.0 -0.1 0.0
0.0 -0.1 0.0
0.0 0.1 0.0
0.0 -0.1 0.0
0.1 0.1 0.0
0.0 0.0 0.0
0.0 0.0 0.0
-0.1 0.0 0.0
0.0 0.0 0.1
0.0 0.0 0.2
-0.1 -0.2 0.1
0.0 -0.1 0.0
0.1 0.0 -0.1
0.0 0.1 0.0
0.0 0.2 0.0
0.1 0.1 0.0
0.0 0.0 0.0
0.0 0.0 0.0
0.0 -0.1 0.0
0.0 -0.1 0.2
0.1 0.0 -0.1
-0.1 -0.2 0.1
-0.1 0.2 0.1
0.2 -0.1 0.0
0.0 -0.3 -0.1
-0.1 0.2 0.0
0.2 -0.1 0.2
-0.1 0.0 -0.1
0.0 0.0 0.0
0.0 0.0 0.0
0.1 0.0 0.0
0.0 0.0 0.0
0.0 0.0 0.0
0.0 0.1 0.0
0.0 0.0 0.0
0.0 0.0 0.0
-0.1 -0.1 0.0
0.0 0.1 -0.1
0.0 0.0 0.0
-0.1 0.0 0.0
0.0 -0.2 0.0
0.0 0.1 -0.1
0.0 0.0 0.0
0.1 0.1 -0.1
-0.1 -0.3 0.0
-0.2 0.2 -0.1
0.0 0.1 0.0
0.0 0.2 0.0
0.0 0.2 -0.2
0.6 -0.1 0.1
0.1 0.0 -0.2
0.1 0.0 0.0
0.2 0.0 0.2
-0.2 0.0 -0.2
-0.7 0.0 0.2
0.0 0.1 0.1
0.0 0.0 0.1
0.0 0.0 0.0
0.0 0.0 -0.1
0.0 -0.1 0.0
0.0 0.0 0.0
-0.1 0.0 0.0
0.2 0.0 0.0
-0.1 -0.2 -0.1
-0.1 0.0 0.0
0.0 0.0 0.1
-0.1 -0.1 0.0
0.0 0.2 -0.2
0.0 0.0 0.0
0.0 0.0 -0.1

Atomic partial charges in e from the Löwdin method, atoms 1 to 99: 1.327 0.015 -0.525 -0.102 -0.201 -0.281 -0.024 -0.051 -0.062 -0.149 0.056 -0.206 -0.003 -0.051 -0.055 -0.198 0.023 0.119 0.121 0.123 0.113 0.110 0.087 0.119 0.114 0.110 0.073 0.694 -0.632 -0.103 -0.056 -0.058 -0.120 -0.409 1.062 -0.341 -0.112 -0.078 -0.060 -0.067 -0.113 -0.325 -0.108 -0.073 -0.073 -0.075 -0.113 0.110 0.115 0.114 0.121 0.070 0.098 0.111 0.112 0.097 0.088 0.109 0.108 0.106 0.069 -0.659 0.961 -0.368 -0.061 -0.056 -0.064 -0.066 -0.083 -0.383 -0.078 -0.060 -0.054 -0.065 -0.099 0.074 0.107 0.110 0.111 0.111 0.109 0.111 0.113 0.104 0.068 -0.066 -0.192 -0.037 -0.717 0.757 -0.221 -0.084 -0.041 0.093 0.082 0.047 0.097 0.094 0.087


| no. | highest occupied orbital energy (eV) |
| --- | --- |
| 1 | -11.27 |
| 2 | -10.02 |